{"formula": "C14H44O14", "method": "ωB97M-V/def2-TZVPD", "homo_lumo_gap_ev": 9.811, "smiles": "OCCO.OCCO.OCCO.OCCO.OCCO.OCCO.CO.CO", "mol_weight_g_mol": 436.5, "relative_energy_kj_mol": 171.4, "species": ["O", "C", "C", "O", "H", "H", "H", "H", "H", "H", "O", "C", "C", "O", "H", "H", "H", "H", "H", "H", "O", "C", "C", "O", "H", "H", "H", "H", "H", "H", "O", "C", "C", "O", "H", "H", "H", "H", "H", "H", "O", "C", "C", "O", "H", "H", "H", "H", "H", "H", "O", "C", "C", "O", "H", "H", "H", "H", "H", "H", "C", "O", "H", "H", "H", "H", "C", "O", "H", "H", "H", "H"], "xyz": [[-4.74, 2.12, 1.46], [-3.43, 2.09, 2.06], [-2.40, 2.38, 0.99], [-1.11, 2.18, 1.52], [-5.34, 2.15, 2.21], [-3.40, 2.81, 2.88], [-3.22, 1.09, 2.46], [-2.52, 3.39, 0.59], [-2.63, 1.72, 0.14], [-0.49, 2.69, 0.98], [1.39, 2.15, -3.62], [1.90, 3.31, -2.99], [2.27, 3.16, -1.51], [1.10, 3.17, -0.70], [0.43, 2.20, -3.52], [2.81, 3.62, -3.52], [1.20, 4.14, -3.15], [3.02, 3.89, -1.23], [2.71, 2.17, -1.48], [0.72, 4.06, -0.70], [-0.46, -6.36, 1.47], [0.75, -5.96, 2.11], [0.71, -4.49, 2.56], [0.01, -4.27, 3.75], [-1.12, -6.56, 2.14], [0.90, -6.64, 2.96], [1.57, -6.09, 1.41], [0.28, -3.95, 1.70], [1.73, -4.12, 2.67], [-0.85, -4.68, 3.71], [-4.63, -3.41, 1.10], [-4.48, -2.20, 0.36], [-3.09, -1.62, 0.45], [-2.12, -2.61, 0.14], [-5.53, -3.73, 1.01], [-4.74, -2.42, -0.69], [-5.29, -1.51, 0.64], [-2.91, -1.34, 1.50], [-3.01, -0.72, -0.15], [-1.32, -2.11, -0.06], [3.13, -2.14, -5.06], [1.88, -1.68, -4.57], [1.97, -1.25, -3.09], [2.13, -2.26, -2.13], [3.34, -2.97, -4.63], [1.57, -0.78, -5.10], [1.10, -2.44, -4.71], [1.09, -0.62, -2.96], [2.82, -0.57, -3.06], [2.99, -2.66, -2.14], [3.74, 3.19, 4.80], [2.90, 2.24, 4.11], [2.86, 2.54, 2.62], [3.97, 2.02, 1.86], [4.66, 2.92, 4.84], [3.20, 1.21, 4.30], [1.95, 2.48, 4.59], [2.83, 3.60, 2.42], [1.97, 2.03, 2.23], [3.96, 1.07, 2.02], [0.76, 0.13, -0.13], [0.44, -1.16, 0.38], [1.17, 0.75, 0.66], [1.44, 0.19, -0.99], [-0.19, 0.57, -0.44], [1.06, -1.81, 0.02], [-2.28, 2.51, -2.58], [-1.54, 2.59, -3.81], [-2.72, 3.46, -2.28], [-3.11, 1.81, -2.74], [-1.75, 2.08, -1.74], [-2.04, 3.23, -4.32]]}